Record 1
Entry from the OMol25 dataset: 2 unconnected molecules or ions with the total composition C4H8OS in a non-equilibrium geometry (wB97M-V/def2-TZVPD).

<S²>: 2.01
Orbital gap (spin up / spin down), eV: 8.603 / 8.069
2S+1: 3
E_LUMO (spin up / spin down), eV: 0.90 / -1.83

The geometry in XYZ format:
```
14
C4H8OS, DFT wB97M-V/def2-TZVPD
C 0.69430 0.61294 -1.32783
C -2.12588 1.19100 1.08244
C 1.51995 -1.58640 -0.13655
C 0.32015 -0.69050 -0.73424
O 0.50744 0.90811 -2.46344
S -2.43470 2.61463 0.21868
H 1.27393 1.25093 -0.52560
H -2.74277 1.36428 2.02371
H 2.36610 -1.07263 0.44566
H 2.02611 -2.10384 -0.92584
H 0.98977 -2.31929 0.56389
H -0.46513 -0.38621 -0.00824
H -0.15999 -1.31840 -1.63255
H -1.60879 2.35567 -0.86626
```

Atomic partial charges in e from the Löwdin method, atoms 1 to 6:
1 C -0.370
2 C -0.446
3 C -0.091
4 C -0.216
5 O 0.055
6 S 0.633

Record 2
Entry from the OMol25 dataset: a single C4H8OS2 molecule in a non-equilibrium geometry (wB97M-V/def2-TZVPD).

Orbital gap, eV: 8.607
2S+1: 1
E_LUMO, eV: -0.22

The geometry in XYZ format:
```
15
C4H8OS2, DFT wB97M-V/def2-TZVPD
C -1.90897 -2.15589 -0.44517
S -1.81089 -0.32313 -0.17530
C -0.16175 -0.02708 0.00446
S 1.06589 -1.10794 -0.15196
C -0.06391 1.53323 0.29384
C 1.28816 1.97521 0.82498
O 2.34284 1.68699 -0.07464
H -1.39574 -2.44417 -1.34879
H -2.99264 -2.50793 -0.55689
H -1.56542 -2.78955 0.40183
H -0.85179 1.84360 1.03287
H -0.23976 2.12341 -0.69429
H 1.32727 3.08702 1.02179
H 1.43725 1.40803 1.80000
H 2.53682 0.72791 0.10812
```

Atomic partial charges in e from the Löwdin method, atoms 1 to 6:
1 C -0.395
2 S 0.881
3 C -1.107
4 S 0.718
5 C -0.283
6 C -0.330

Record 3
Entry from the OMol25 dataset: a single C4H8OS3 molecule in a non-equilibrium geometry (wB97M-V/def2-TZVPD).

Orbital gap, eV: 7.343
2S+1: 1
E_LUMO, eV: -1.51

The geometry in XYZ format:
```
16
C4H8OS3, DFT wB97M-V/def2-TZVPD
O -0.03177 -2.79711 0.35807
C -0.14918 -1.31544 0.57307
C 0.62207 -0.59336 -0.52379
S 0.03655 -0.65528 -2.19655
C 0.85428 0.97743 -0.12909
C -0.38559 1.84148 0.05979
S -0.41469 3.49093 -0.91881
S -1.18343 1.65520 1.63465
H -0.98050 -3.17899 0.32237
H -1.16468 -1.00513 0.53899
H 0.09514 -1.02553 1.70987
H 1.71468 -0.94765 -0.49007
H -0.25654 -1.93750 -2.30857
H 1.81724 0.84628 0.68445
H 1.23640 1.56240 -1.02697
H -1.80999 3.08227 1.71258
```

Atomic partial charges in e from the Löwdin method, atoms 1 to 6:
1 O -0.126
2 C -0.293
3 C -0.710
4 S 0.790
5 C -0.363
6 C -0.986

Record 4
Entry from the OMol25 dataset: 2 unconnected molecules or ions with the total composition C4H8OS3 in a non-equilibrium geometry (wB97M-V/def2-TZVPD).

Orbital gap, eV: 7.618
2S+1: 1
E_LUMO, eV: -1.06

The geometry in XYZ format:
```
16
C4H8OS3, DFT wB97M-V/def2-TZVPD
C -0.74861 0.60591 -2.89315
C 0.98586 0.91175 -1.10886
C 0.70813 -0.30222 1.19429
C -0.21734 -1.44596 1.90604
H -0.72669 1.09428 -3.97179
H -1.64565 1.27624 -2.38468
H -0.71999 -0.43171 -2.90543
H 0.81598 0.75206 1.73601
H 1.81446 -0.69896 1.37497
H -0.23984 -2.24953 1.27565
H 0.29319 -1.75323 2.89412
H -0.97673 -0.05019 3.82110
O 0.49407 1.23359 -2.36490
S 2.14617 2.02449 -0.55463
S -0.03946 -0.32580 -0.28948
S -1.94354 -0.64070 2.27074
```

Atomic partial charges in e from the Löwdin method, atoms 1 to 6:
1 C -0.097
2 C -1.005
3 C -0.697
4 C -0.645
5 H 0.124
6 H 0.151

Relative energy (zero: lowest compared OMol25 entry of this formula, charge and spin) readings, ordered: 1.971 0.947 4.060 5.197 eV
DFT total energy readings, ordered: -17154.8880 -27994.7539 -38826.8951 -38825.7579 eV